Record 1
The following is a DFT calculation (the ωB97M-V functional and the def2-TZVPD basis) of C41H56BCl2LuN13PS3 as an isolated structure.

Output
- HOMO (eV) = -11.901
- calculated total energy (eV) = -163920.2669
- charge = +2
- orbital gap (eV) = 4.999

Geometry (Å):
H 1.952 2.160 3.667
C 4.302 1.493 -1.380
C -0.772 -2.261 -0.644
C -0.945 0.764 -1.228
C -1.925 -4.376 -0.628
C 0.057 -3.751 4.007
N -1.565 0.039 -2.134
C 4.522 -1.755 0.655
H -2.754 -3.752 -0.875
N 0.784 -1.666 1.489
C 3.328 2.347 -1.761
H 0.652 -3.141 -5.173
H 2.101 -1.151 -4.295
N 1.776 0.692 -0.921
N -2.643 3.085 -2.506
H -7.981 3.053 -0.715
H -6.483 -1.511 1.290
H -6.843 4.412 -0.422
H 3.504 -1.548 -3.408
C 1.197 -1.964 2.697
N 0.222 -1.455 -1.058
C 1.089 -2.946 -2.469
H -2.643 1.815 -4.182
C -6.924 3.287 -0.628
H -3.851 7.443 1.894
C -2.606 5.309 3.183
H 6.863 -1.360 -0.567
H 6.834 -0.192 1.245
N -2.762 3.298 2.132
C 3.100 -4.234 -3.052
H -1.999 -5.312 -1.108
C -2.771 0.814 -2.049
H 3.634 -3.829 -2.204
H 6.672 0.184 -1.339
H 0.142 -3.247 4.948
C 2.621 -3.795 3.840
C -2.382 3.939 3.331
C 2.124 -3.211 -3.548
C 1.141 -4.361 1.784
H 2.134 -4.215 -5.426
S 0.638 2.860 -2.069
Cl -1.926 0.346 3.871
H 3.379 -2.132 -4.998
C 3.600 3.688 -2.286
H 0.138 -4.128 1.270
H -7.677 0.956 0.789
H 2.987 4.016 -3.124
Lu -2.091 0.844 1.479
H 5.258 0.277 2.060
H 3.733 -1.567 1.381
H -2.423 6.110 3.867
H 4.630 3.762 -2.473
C 6.142 -0.728 -1.070
P -3.723 3.822 -0.343
C 1.408 -3.852 -4.735
C 2.785 -1.968 -4.096
C -2.760 1.938 -3.070
S -2.127 -1.656 0.349
H 3.872 -4.530 -3.761
S 0.103 2.202 1.532
Cl -6.220 -0.808 -0.934
C 1.308 -3.459 3.083
N 1.176 -1.741 -1.933
H 3.482 -3.757 3.188
H 4.010 -2.287 -0.111
H -0.863 -3.540 3.447
H 5.599 -1.283 -1.824
H -2.483 7.230 0.835
H 5.335 1.703 -1.632
H 2.052 1.161 5.107
H 0.122 -4.844 -2.578
H 0.822 -4.705 -4.428
H 0.498 1.766 4.776
C -0.752 -3.579 -1.112
H 2.816 -3.099 4.625
H -2.942 4.301 -4.233
C 1.398 1.463 4.283
C -2.450 4.317 -3.262
C 4.024 0.410 -0.543
C 5.091 -0.431 0.038
N 0.536 -0.326 1.148
C -2.379 2.989 -1.075
C 5.906 0.315 1.141
H -2.935 5.113 -2.765
H 2.592 -5.140 -2.701
H 5.279 -2.301 1.178
H -5.584 0.486 2.444
C -5.695 -0.934 0.767
H 1.131 -5.396 1.994
H -1.367 4.455 -3.419
H -3.769 0.355 -1.978
H 3.320 4.460 -1.536
N 2.816 0.019 -0.345
H -4.071 6.631 0.306
C -3.402 6.731 1.160
H 6.089 1.336 0.926
C 0.078 -3.852 -2.154
H -2.032 3.429 4.238
C -6.651 1.327 0.838
H 2.538 -4.776 4.247
H -4.756 -1.542 0.724
C 1.145 0.322 3.347
C -4.823 2.420 0.391
N -4.399 1.401 1.043
C -5.516 0.571 1.342
C 1.462 -0.944 3.667
H 1.930 -4.203 1.138
H -1.888 -4.425 0.508
C 0.672 0.657 2.040
N -3.141 5.465 1.896
H -6.755 3.126 -1.698
B 0.435 0.053 -0.532
C -3.254 4.232 1.366
N -6.235 2.363 0.210
H 0.075 -4.831 4.227
N -2.196 1.579 -0.888
H 2.031 -1.240 4.604
C 1.937 1.896 -1.615

Cartesian forces, eV/Å:
H -0.350 0.978 0.403
C 0.630 1.178 -0.227
C 0.602 1.755 0.074
C -0.818 -0.951 -0.676
C 1.224 0.391 1.417
C 1.040 -0.918 -1.170
N 0.755 0.024 0.003
C -0.185 1.766 -0.153
H -1.003 0.057 -0.126
N -0.046 1.225 -0.083
C -1.529 -0.825 -0.113
H 0.974 -0.587 0.013
H -0.398 -0.063 -0.140
N 0.144 0.909 -0.166
N 0.716 -0.701 -0.984
H -0.357 -0.104 1.083
H 0.508 0.718 0.024
H 0.371 -1.923 0.191
H 0.239 0.124 0.570
C 0.000 -0.185 -0.194
N 0.344 1.702 0.534
C 0.992 1.374 -1.129
H -0.512 0.142 1.307
C -2.040 1.968 -1.663
H 0.094 -0.573 -0.639
C -0.142 -1.819 -1.111
H 0.279 -0.376 -0.332
H 0.748 -0.424 0.563
N 0.541 -0.324 2.536
C 0.707 -0.475 0.932
H -0.076 -1.218 -0.279
C 0.383 1.666 -0.333
H 0.292 0.091 0.501
H -0.194 -0.190 -0.568
H -0.260 0.565 0.455
C -0.774 0.601 -1.181
C -0.444 1.009 -0.794
C -0.838 -0.699 -1.300
C -2.643 1.750 1.366
H 0.392 0.035 -0.850
S 0.101 -0.436 -0.076
Cl -0.625 -0.193 0.008
H -0.331 -0.454 -0.045
C -1.222 1.097 0.353
H 1.638 -0.203 0.759
H 0.200 0.464 0.253
H 0.146 -0.503 -0.324
Lu 0.404 0.665 -0.077
H 1.030 0.093 -0.483
H 0.037 0.412 0.148
H -0.068 0.320 0.010
H 1.369 0.408 -0.480
C -0.882 -0.427 1.446
P -1.030 0.466 0.981
C -1.788 0.767 0.179
C 0.839 0.850 0.334
C 0.343 -0.363 -1.400
S 0.432 -0.146 0.022
H -0.224 0.096 -0.330
S 0.457 0.361 0.176
Cl 0.035 -0.061 -0.318
C -0.969 -0.517 -0.775
N -0.992 -1.611 0.270
H 0.209 -0.065 -0.359
H -0.062 -0.921 -0.705
H 0.118 0.216 0.394
H 0.514 0.103 -0.820
H 0.039 -0.523 -0.012
H -0.082 0.255 0.176
H 0.067 -0.191 -0.234
H -0.277 -0.036 -0.154
H -0.080 -0.453 0.046
H -0.655 0.843 -0.257
C -1.768 0.262 -0.100
H 0.030 0.355 0.755
H 0.042 -0.607 -0.064
C 1.150 -1.117 0.035
C 0.607 -0.335 -0.901
C -0.691 -0.942 -0.360
C 1.677 -0.437 1.049
N 0.570 -0.929 0.077
C -0.443 0.011 -0.367
C -2.709 -0.788 0.676
H -0.026 0.936 0.919
H 0.064 0.075 -0.145
H 0.644 -0.504 -0.099
H -0.007 -0.092 -0.164
C 0.882 0.245 -0.138
H -0.024 -1.156 0.724
H -0.487 0.204 0.351
H 0.467 -0.360 0.209
H 0.280 -0.542 -0.016
N -1.336 0.056 0.048
H 0.055 -0.424 0.256
C -0.023 0.938 1.606
H 0.213 1.095 -0.427
C 0.873 -0.753 1.094
H -0.101 0.104 -0.832
C -1.685 -0.622 -0.666
H -0.005 -0.751 0.363
H -0.598 0.799 0.429
C 0.579 0.985 0.867
C 1.654 0.623 -0.437
N 0.174 -0.601 -1.080
C -1.128 -1.865 1.346
C 0.950 -1.265 0.144
H 1.587 0.595 -1.629
H -0.159 -0.303 -1.452
C -0.442 -0.796 -0.400
N 0.041 0.605 0.193
H 1.241 -0.004 0.206
B -0.854 -0.610 0.525
C 0.841 0.020 -1.108
N 0.465 0.116 0.402
H -0.073 0.334 -0.077
N 0.401 -0.581 1.490
H -1.203 0.695 -1.111
C 0.216 -0.662 1.345

=====

Record 2
The following is a DFT calculation (the ωB97M-V functional and the def2-TZVPD basis) of C41H56ClLaN3O6P3S2 as an isolated structure.

Output
- HOMO (eV) = -7.133
- calculated total energy (eV) = -123109.4223
- charge = 0
- orbital gap (eV) = 7.378
- energy above the lowest of the compared OMol25 structures with the same formula, charge and spin (kcal per mole) = 3.5

Geometry (Å):
H 2.159 -1.984 -6.858
C -3.032 -2.419 2.094
Cl 1.343 -5.308 2.627
H 0.016 1.281 -3.656
C -1.694 1.676 -4.831
H 2.254 0.619 3.992
H -2.865 -5.175 0.130
H 2.495 3.127 1.721
C -2.537 -4.349 0.749
H 1.433 -0.973 5.664
O 2.551 0.532 1.105
H 6.765 -0.986 -3.449
S 2.188 1.215 -1.979
C -1.676 -2.212 2.302
H -3.671 1.196 5.982
H -1.596 -2.051 -1.172
H 5.064 -2.027 -1.010
H 4.928 -1.798 2.435
C -2.330 1.321 2.296
H 0.152 5.124 2.048
H -1.171 3.958 2.213
C 2.413 -1.657 1.932
H -3.083 -2.654 -1.908
H 2.168 1.247 6.341
H -3.869 2.274 -3.115
C 2.243 3.493 2.719
H -4.526 -3.653 1.168
C -1.959 1.395 4.701
C -3.467 -3.492 1.327
C 1.175 -1.649 -4.985
H 4.744 0.365 -2.883
C 5.759 -1.368 -3.631
H 1.932 2.681 5.355
C -2.752 2.110 0.094
La 0.391 0.454 0.204
H -5.305 4.032 -2.190
C 3.197 -0.391 1.692
H -3.861 0.126 -4.170
H 0.526 3.666 4.025
H 5.763 -2.449 -3.468
C 0.750 -0.568 4.913
H -0.068 3.685 -3.797
C 2.338 -1.431 -5.932
H -0.238 -0.491 5.369
C -0.765 -3.085 1.729
O 4.278 -4.744 2.799
N 1.104 -1.596 1.753
C 1.644 -3.685 2.245
O 4.372 -0.333 2.060
H 5.498 -1.170 -4.672
H 2.440 -0.372 -6.177
H 0.562 1.940 6.174
C 1.065 -3.077 -4.493
H 0.686 -1.293 4.103
H -4.529 -0.109 -2.557
C -2.455 -0.739 -2.703
P 0.326 1.495 3.006
O 1.226 -0.671 -3.905
N 0.637 -2.842 1.929
H -3.433 3.476 1.615
C 0.754 3.295 3.025
C -3.692 1.096 2.588
H 4.402 -0.429 -0.583
C 1.271 0.794 4.441
C -3.850 -0.528 -3.300
C -1.179 -4.148 0.943
C -0.956 1.738 -3.495
H -5.006 4.677 0.207
H 2.900 2.967 3.414
H -0.220 3.267 -2.101
C -3.785 2.522 -2.068
H 0.251 -1.377 -5.494
C -2.850 1.827 -1.286
H -5.224 0.869 4.055
H 0.072 3.724 0.990
H -4.383 0.971 1.763
H -0.456 -4.796 0.465
H 3.273 -1.783 -5.494
P 2.073 -0.687 -2.554
C -0.716 3.189 -3.070
C -4.167 1.045 3.883
C 1.486 1.729 5.635
C -0.103 4.062 2.017
H 6.103 -0.588 -1.000
C -1.450 1.425 3.396
N -1.876 1.413 0.958
S 1.262 -1.963 -1.268
H 1.966 -3.382 -3.956
C 4.789 -0.705 -2.685
H -1.051 2.102 -5.607
C 5.101 -0.956 -1.230
C -3.304 1.216 4.963
C 4.170 -3.567 2.568
H -3.738 -1.733 2.544
C -3.534 3.185 0.577
H -1.922 0.654 -5.135
H 2.493 4.557 2.762
H -3.164 -1.330 -0.746
C -4.591 3.518 -1.559
H -1.653 3.744 -3.005
H -1.778 -1.123 -3.474
H -1.280 1.509 5.534
O 5.207 -2.747 2.588
C -4.430 3.864 -0.219
H -4.260 -1.495 -3.608
H -2.619 2.254 -4.834
C -2.570 -1.751 -1.564
H -1.341 -1.395 2.932
H 0.211 -3.209 -3.828
C 2.825 -2.968 2.264
O 3.475 -1.266 -3.013
P -1.585 0.762 -2.050
H 0.944 -3.735 -5.358

Cartesian forces, eV/Å:
H 0.015 0.029 0.057
C -0.057 -0.030 -0.038
Cl -0.015 0.012 -0.022
H 0.093 -0.040 -0.009
C 0.028 0.021 -0.051
H 0.061 0.016 -0.007
H -0.008 0.035 0.037
H -0.030 -0.008 -0.022
C -0.030 -0.024 0.016
H -0.022 0.015 -0.036
O 0.816 -0.221 0.522
H -0.052 -0.032 -0.014
S 0.070 0.011 -0.234
C -0.069 0.049 0.129
H 0.015 0.001 -0.045
H -0.005 0.015 -0.008
H 0.000 0.064 -0.011
H 0.080 0.051 -0.067
C 0.009 0.037 -0.388
H -0.016 -0.035 0.022
H 0.033 -0.013 0.016
C 0.239 0.046 0.084
H 0.023 0.022 0.015
H -0.022 0.013 -0.011
H 0.021 -0.018 -0.070
C -0.012 0.018 0.036
H 0.063 0.009 0.015
C 0.069 -0.035 -0.042
C 0.068 0.042 0.019
C 0.068 0.070 0.162
H -0.061 0.070 0.000
C 0.118 -0.100 -0.049
H 0.007 -0.016 -0.013
C 0.233 -0.112 0.386
La -0.425 -0.350 0.140
H 0.022 -0.012 0.015
C 0.023 0.141 -0.001
H 0.037 0.031 0.009
H -0.006 0.088 0.049
H 0.020 0.054 -0.021
C -0.025 -0.001 0.007
H -0.043 -0.033 0.000
C 0.084 -0.045 -0.053
H 0.019 0.014 0.009
C 0.306 -0.052 0.061
O -0.020 -0.029 -0.089
N 0.085 -0.043 -0.101
C -0.163 -0.187 0.094
O 0.067 -0.109 0.095
H -0.002 0.003 0.045
H -0.021 -0.040 0.010
H 0.016 -0.009 -0.024
C 0.051 -0.082 0.012
H 0.006 0.061 0.022
H 0.016 0.003 0.037
C -0.195 0.029 -0.053
P -0.321 0.239 0.318
O -0.020 -0.037 -0.156
N -0.390 0.013 -0.044
H -0.011 -0.013 -0.030
C 0.045 0.028 -0.104
C 0.012 -0.062 0.015
H 0.003 -0.001 -0.038
C 0.057 0.009 0.069
C 0.069 0.003 -0.074
C -0.017 -0.032 -0.131
C -0.089 0.145 -0.105
H 0.007 -0.008 0.000
H -0.042 0.001 0.000
H 0.033 -0.053 0.084
C 0.053 -0.074 0.001
H -0.085 0.032 -0.042
C 0.034 0.056 -0.014
H 0.023 0.011 -0.012
H 0.025 -0.024 -0.003
H 0.024 0.008 0.019
H 0.000 0.049 0.057
H -0.081 0.026 -0.017
P -0.057 -0.023 -0.432
C 0.015 0.020 -0.123
C 0.021 -0.012 -0.008
C 0.022 -0.065 0.092
C 0.012 0.030 0.017
H -0.041 -0.026 0.006
C -0.007 0.007 0.108
N -0.342 0.117 0.075
S -0.079 -0.039 0.035
H -0.037 0.025 -0.036
C -0.228 -0.086 0.013
H -0.025 0.013 0.041
C 0.087 -0.049 0.079
C 0.000 -0.010 -0.103
C -0.054 0.111 0.139
H 0.003 -0.023 -0.023
C -0.005 -0.027 0.012
H 0.003 -0.032 0.015
H -0.020 -0.040 0.004
H 0.039 -0.023 -0.012
C 0.032 -0.037 0.053
H 0.037 -0.008 0.005
H 0.029 -0.070 0.031
H -0.010 0.004 -0.029
O -0.184 0.070 -0.012
C 0.005 0.011 0.009
H 0.041 0.038 0.000
H -0.031 -0.033 0.038
C -0.013 -0.005 0.066
H 0.013 -0.012 -0.070
H 0.024 0.026 -0.033
C 0.170 0.106 -0.017
O 0.301 0.107 -0.058
P -0.631 0.189 -0.361
H -0.002 0.038 0.040